(1)
DFT (the ωB97M-V functional and the def2-TZVPD basis) results for one molecule with the formula C3H2F4O.

Atoms and positions in Å:
C (-0.85522, 0.13160, 0.52425)
C (0.38785, 0.75121, -0.05091)
C (1.31028, -0.50493, -0.11839)
O (-1.75693, -0.42466, -0.27848)
F (1.01059, 1.66504, 0.68891)
F (0.25032, 1.31475, -1.24748)
F (0.92252, -1.55082, -0.86578)
F (1.68779, -0.98689, 1.10841)
H (-1.16204, -0.13123, 1.46452)
H (-1.79515, -0.26408, -1.22507)

## Properties
Relative energy (zero: lowest compared OMol25 entry of this formula, charge and spin) (kJ/mol): 303.22
Net charge: 0
Lowest unoccupied orbital energy (spin up / spin down) (eV): -0.19 / 0.14

(2)
DFT (the ωB97M-V functional and the def2-TZVPD basis) results for C3H4MgO3Tl as an isolated structure.

Atoms and positions in Å:
H (-2.55560, -2.06093, 0.63012)
O (-2.32504, -0.25753, -0.35013)
O (0.49842, 2.28809, 0.30555)
C (-1.96575, -1.55267, -0.17510)
C (1.49895, 2.12194, 0.81242)
H (-2.13327, -2.16447, -1.10288)
Tl (-1.88774, 1.83150, -0.51504)
Mg (2.15704, -0.89402, -0.72967)
O (0.40569, -1.39226, -0.83202)
C (-0.45722, -1.77672, 0.19079)
H (-0.34383, -2.86235, 0.38688)
H (-0.25145, -1.28235, 1.16103)

## Properties
Relative energy (zero: lowest compared OMol25 entry of this formula, charge and spin) (kJ/mol): 336.84
Net charge: +1
Lowest unoccupied orbital energy (spin up / spin down) (eV): -7.33 / -7.33

(3)
DFT (the ωB97M-V functional and the def2-TZVPD basis) results for a 3-piece molecular cluster, C2H2N4 overall.

Atoms and positions in Å:
C (-2.66142, -0.82687, -0.93589)
C (0.48299, 0.04270, 0.50098)
N (2.83385, 1.19447, 0.82972)
N (-2.23622, -1.51843, -0.14358)
N (-0.47907, 0.63756, 0.37221)
N (3.88774, 1.08370, 0.54926)
H (-3.31512, -0.19843, -1.61169)
H (1.48725, -0.41471, 0.43900)

## Properties
Relative energy (zero: lowest compared OMol25 entry of this formula, charge and spin) (kJ/mol): 64.97
SMILES string: C#N.C#N.N#N
Net charge: 0
Lowest unoccupied orbital energy (eV): 1.12

(4)
DFT (the ωB97M-V functional and the def2-TZVPD basis) results for C32H55N4OP2Sn as an isolated structure.

Atoms and positions in Å:
C (2.40434, -1.26132, -1.54162)
C (1.80866, 0.86580, -2.43004)
C (3.30359, -1.48389, -2.58010)
C (2.56582, 0.56095, -3.58790)
C (3.33772, -0.58012, -3.64572)
H (3.89400, -2.39764, -2.55718)
H (2.55080, 1.28995, -4.39152)
H (3.95992, -0.80311, -4.50713)
N (1.75438, -0.09077, -1.42614)
P (0.49868, -2.48956, 0.17542)
P (0.53690, 2.76631, -0.76358)
C (2.22529, -2.32875, -0.46927)
H (2.51906, -3.31073, -0.87721)
H (2.89366, -2.12245, 0.38815)
C (-1.77056, -0.45238, 2.14148)
O (-2.68142, -0.27441, 2.80614)
C (1.14720, 2.11687, -2.29614)
H (1.21653, 2.77870, -3.16265)
C (-1.26381, 3.51204, -0.85957)
C (1.86195, 4.08198, -0.31716)
C (-0.40038, -3.59030, -1.09949)
C (0.72500, -3.37596, 1.83452)
C (-2.23826, 2.49207, -0.23447)
H (-1.98521, 2.29534, 0.81604)
H (-3.26070, 2.89936, -0.25539)
H (-2.25276, 1.53350, -0.77442)
C (-1.38237, 4.82232, -0.07606)
H (-1.14535, 4.68838, 0.98507)
H (-0.75784, 5.61736, -0.49752)
H (-2.42499, 5.16851, -0.13578)
C (-1.62175, 3.75569, -2.32527)
H (-2.60130, 4.26142, -2.36770)
H (-0.89349, 4.40570, -2.83041)
H (-1.69985, 2.81297, -2.88232)
C (1.61426, 4.59737, 1.10851)
H (1.45228, 3.77668, 1.81643)
H (2.49279, 5.16641, 1.44185)
H (0.75442, 5.27292, 1.16994)
C (3.23117, 3.39117, -0.39437)
H (3.26630, 2.47163, 0.20765)
H (3.48909, 3.14364, -1.43283)
H (3.99584, 4.07645, -0.00116)
C (1.84086, 5.22983, -1.34192)
H (1.74268, 4.86522, -2.37328)
H (1.05144, 5.96716, -1.14976)
H (2.80024, 5.76758, -1.27581)
C (-0.67185, -3.72476, 2.37229)
H (-0.55559, -4.12746, 3.38896)
H (-1.31937, -2.83785, 2.43258)
H (-1.17281, -4.49516, 1.77260)
C (1.41492, -2.41616, 2.81663)
H (2.45275, -2.20658, 2.52179)
H (0.88285, -1.46436, 2.92680)
H (1.44729, -2.90092, 3.80544)
C (1.60146, -4.62928, 1.70679)
H (2.54525, -4.42638, 1.18276)
H (1.85371, -4.96823, 2.72223)
H (1.09368, -5.46188, 1.21090)
C (-0.10546, -3.07530, -2.51960)
H (0.95049, -3.21185, -2.79404)
H (-0.70843, -3.65840, -3.23638)
H (-0.38070, -2.01793, -2.64177)
C (-1.91163, -3.49562, -0.82626)
H (-2.27554, -2.46159, -0.82264)
H (-2.44386, -4.02103, -1.63437)
H (-2.19200, -3.97335, 0.12098)
C (0.02862, -5.06403, -1.01472)
H (1.11791, -5.19656, -1.06470)
H (-0.36261, -5.56717, -0.11995)
H (-0.40056, -5.59538, -1.87916)
Sn (0.16238, 0.15271, 0.16019)
N (-3.07086, -0.79782, -2.13893)
C (-2.91066, -0.64958, -3.28709)
C (-2.77028, -0.25170, -4.73502)
C (-1.76328, 0.90665, -4.82273)
C (-2.28975, -1.46763, -5.52822)
C (-4.15180, 0.16073, -5.23827)
H (-2.23925, 1.82090, -4.44290)
H (-0.86096, 0.70007, -4.22298)
H (-1.46363, 1.09136, -5.86392)
H (-2.99409, -2.30290, -5.37391)
H (-2.25802, -1.24027, -6.60124)
H (-1.29044, -1.78549, -5.21397)
H (-4.11160, 0.47055, -6.28388)
H (-4.84269, -0.69091, -5.17438)
H (-4.55702, 0.98577, -4.64605)
N (3.22635, 1.20121, 3.15526)
C (2.11030, 1.55568, 3.90697)
C (1.03150, 1.33669, 3.11591)
N (1.47180, 0.81294, 1.89358)
C (2.81435, 0.78774, 1.94633)
H (4.19719, 1.24874, 3.44700)
H (2.17899, 1.92300, 4.91354)
H (-0.01404, 1.50849, 3.33358)
H (3.50542, 0.47504, 1.16497)

## Properties
Net charge: +1
Lowest unoccupied orbital energy (eV): -2.12

(5)
DFT (the ωB97M-V functional and the def2-TZVPD basis) results for a 2-piece molecular cluster, C2H4N4 overall.

Atoms and positions in Å:
C (-1.66661, -0.06353, -0.00585)
N (-0.71384, -0.73003, 0.88942)
N (1.27127, 1.74024, 0.36376)
C (2.24429, 1.12516, 0.27896)
N (1.20393, -1.70945, -0.06953)
N (0.25784, -1.22785, 0.33594)
H (-2.32227, -0.80104, -0.48268)
H (-1.15995, 0.52788, -0.77574)
H (-2.27163, 0.60100, 0.61097)
H (3.14099, 0.54410, 0.20219)

## Properties
Relative energy (zero: lowest compared OMol25 entry of this formula, charge and spin) (kJ/mol): 282.07
Net charge: 0
Lowest unoccupied orbital energy (eV): 1.07